Record 1
140
Properties=species:S:1:pos:R:3:forces:R:3:lowdin_charge:R:1 method="wB97M-V/def2-TZVPD" e_above_lowest_kj_mol=17.7 homo_lumo_gap_ev=9.3 smiles=COCCNCCOC.COCCNCCOC.COCCNCCOC.COCCNCCOC.COCCNCCOC.OCCO.OCCO spin_multiplicity=1 energy_ha=-2674.467813 max_force_ev_per_a=2.71
C 3.254 -4.092 -1.277 0.8 1.7 -0.2 -0.2636
C 4.728 -3.629 -1.178 -0.1 -2.0 1.8 -0.2247
O 4.960 -3.282 0.203 0.8 -0.3 -0.9 -0.0983
O 3.004 -4.122 -2.660 -2.1 0.0 -0.2 -0.1097
H 2.606 -3.309 -0.770 0.6 -0.7 -0.4 0.1236
H 3.040 -5.040 -0.780 0.3 -0.2 0.0 0.1033
H 4.957 -2.869 -1.913 -0.2 0.6 0.0 0.0907
H 5.443 -4.465 -1.412 -0.8 0.6 0.3 0.1301
H 4.421 -2.514 0.398 -0.5 0.6 0.1 0.0163
H 2.019 -3.946 -2.694 0.9 -0.4 -0.3 0.0532
C -0.538 -0.345 0.656 -1.1 -1.7 1.3 -0.2196
C -0.098 0.970 0.128 -1.1 2.0 1.4 -0.2421
O 1.197 1.357 0.529 0.9 -0.4 -0.5 -0.1108
O 0.028 -1.451 -0.088 0.1 1.2 0.5 -0.0755
H -1.637 -0.459 0.695 0.1 0.4 -0.9 0.1090
H -0.413 -0.423 1.784 1.0 0.1 -1.1 0.1180
H -0.813 1.758 0.571 0.8 -1.1 -0.8 0.1326
H -0.137 1.058 -0.938 -0.5 -0.3 -0.8 0.1048
H 1.765 1.392 -0.287 -0.3 0.0 1.0 0.0551
H -0.175 -2.291 0.343 0.0 -0.2 0.2 0.0425
C 2.858 2.773 -2.167 0.5 0.1 0.9 -0.0549
O 3.000 1.518 -1.454 0.8 0.8 -1.2 -0.2530
C 4.386 1.223 -1.184 -0.8 -1.0 0.9 -0.1774
C 4.386 -0.264 -0.731 -0.2 0.2 -0.4 -0.1951
N 3.528 -0.594 0.391 -1.1 0.2 0.0 -0.0730
C 3.828 0.136 1.625 0.6 -1.1 -0.4 -0.1835
C 3.072 -0.534 2.757 -0.1 -0.7 -2.3 -0.2732
O 3.116 0.150 3.934 -0.3 0.5 1.8 -0.1729
C 1.951 0.942 4.156 1.0 1.9 -0.2 -0.0846
H 1.880 2.811 -2.685 0.6 0.0 0.6 0.0824
H 3.690 2.903 -2.878 -0.4 -0.2 0.0 0.0890
H 3.003 3.570 -1.397 -0.6 -0.2 -0.7 0.1032
H 4.821 1.903 -0.402 -0.5 -0.5 -0.6 0.1349
H 4.987 1.305 -2.086 0.0 0.2 -0.3 0.1135
H 5.404 -0.508 -0.411 0.1 -0.2 -0.4 0.1209
H 4.056 -0.932 -1.577 0.6 0.8 0.6 0.1241
H 2.522 -0.524 0.144 0.9 0.0 0.2 0.1075
H 3.633 1.199 1.608 0.1 0.5 -0.2 0.1092
H 4.898 -0.113 1.767 -0.2 0.8 0.3 0.1361
H 3.530 -1.519 2.764 -0.1 -0.3 0.9 0.1085
H 2.048 -0.679 2.431 -0.5 -0.1 -0.1 0.1111
H 2.172 1.559 5.075 -0.5 -0.9 -0.8 0.1073
H 1.027 0.358 4.227 0.2 0.0 0.1 0.0687
H 1.847 1.702 3.319 -0.1 -0.9 0.7 0.0901
C -0.454 3.021 -5.694 -0.4 -1.6 1.1 -0.1179
O 0.007 3.953 -4.755 -0.4 -0.6 0.2 -0.1719
C -0.637 3.726 -3.531 -1.6 1.4 0.4 -0.2611
C -0.115 4.763 -2.554 1.2 -0.5 -0.8 -0.2269
N -0.114 4.204 -1.220 -2.0 0.5 -0.3 -0.0500
C 0.244 5.176 -0.226 1.6 -1.3 1.8 -0.2055
C 0.304 4.422 1.127 -0.8 -0.4 0.6 -0.1579
O -1.064 4.063 1.522 1.0 1.0 -1.4 -0.2491
C -1.187 3.597 2.821 0.3 -0.1 0.4 -0.1378
H -0.252 1.942 -5.366 -0.1 1.3 -0.3 0.1081
H 0.064 3.216 -6.578 0.8 0.1 -1.5 0.0639
H -1.532 3.094 -5.878 0.0 0.2 0.1 0.0895
H -0.571 2.708 -3.156 0.6 -0.3 0.0 0.1079
H -1.745 3.935 -3.600 0.7 -0.4 -0.4 0.1388
H -0.664 5.705 -2.769 0.2 -0.2 0.7 0.1215
H 0.947 4.910 -2.818 -0.3 0.3 0.0 0.1154
H -1.116 4.018 -1.002 0.8 -0.4 -0.1 0.1256
H -0.432 5.996 -0.144 -0.7 0.8 0.1 0.1046
H 1.252 5.602 -0.401 -0.3 -0.3 -0.2 0.1263
H 0.653 5.084 1.923 0.4 0.1 0.0 0.1119
H 0.905 3.462 1.113 -0.5 1.2 -0.3 0.1149
H -0.501 2.747 2.968 -0.1 0.0 0.3 0.0764
H -2.216 3.249 2.829 -0.1 -0.1 0.7 0.0739
H -1.000 4.369 3.628 -0.2 -0.6 -0.8 0.1060
C 2.169 -0.688 -4.523 0.8 -1.5 1.7 -0.0771
O 0.973 -1.194 -3.956 -0.2 0.7 0.0 -0.1726
C 0.589 -2.409 -4.491 0.6 -1.5 -1.6 -0.2673
C -0.407 -3.092 -3.619 0.7 -0.5 -0.3 -0.2341
N 0.119 -3.377 -2.324 -0.5 -1.9 1.4 -0.0375
C -0.940 -4.185 -1.621 1.8 0.6 0.4 -0.1586
C -0.420 -5.007 -0.453 1.0 0.1 0.0 -0.1595
O -0.071 -4.155 0.673 -0.5 -0.8 -1.2 -0.2352
C 0.778 -4.750 1.629 0.2 0.1 0.5 -0.0927
H 2.849 -1.552 -4.727 -0.2 0.6 0.2 0.1002
H 2.610 -0.066 -3.728 0.0 0.1 -0.6 0.0830
H 2.019 -0.179 -5.435 -0.3 0.9 -1.1 0.0664
H 1.497 -3.070 -4.580 -0.6 0.4 0.1 0.1218
H 0.147 -2.387 -5.535 0.4 0.5 0.8 0.1411
H -0.628 -4.086 -4.048 -0.2 0.6 -0.3 0.1348
H -1.289 -2.502 -3.525 -1.2 0.6 -0.3 0.1086
H 0.344 -2.566 -1.777 -0.1 0.7 0.1 0.0787
H -1.327 -4.835 -2.362 -0.2 -1.1 -0.6 0.0994
H -1.803 -3.601 -1.361 -0.4 0.7 0.6 0.1044
H 0.456 -5.628 -0.766 -0.2 0.8 0.1 0.1316
H -1.140 -5.776 -0.204 -0.6 0.1 0.6 0.1100
H 1.682 -5.158 1.168 0.0 0.0 -0.1 0.0809
H 0.295 -5.557 2.226 0.1 0.4 -0.4 0.0967
H 1.070 -3.937 2.308 -0.1 -0.4 -0.1 0.0841
C -4.044 -4.698 0.928 1.3 0.1 0.2 -0.0917
O -3.006 -3.790 1.294 -0.4 -0.1 0.2 -0.2036
C -2.506 -4.150 2.572 0.8 0.2 0.1 -0.2337
C -1.873 -2.917 3.198 -1.3 -1.7 0.3 -0.2133
N -1.299 -3.294 4.476 0.6 0.7 0.4 -0.0348
C -0.563 -2.141 5.020 -0.1 0.4 0.0 -0.1941
C 0.818 -2.488 5.590 -1.0 0.5 -0.9 -0.2084
O 1.454 -3.201 4.533 1.2 0.5 0.8 -0.2244
C 2.878 -3.183 4.775 -0.9 0.6 0.7 -0.0787
H -3.549 -5.678 0.847 -0.7 -0.2 -0.1 0.0899
H -4.483 -4.414 -0.021 0.0 0.2 -0.1 0.0848
H -4.776 -4.670 1.727 -0.5 -0.4 0.0 0.0815
H -1.730 -4.944 2.518 -0.4 0.2 -0.3 0.1096
H -3.283 -4.522 3.247 -0.2 0.0 -0.2 0.1222
H -2.687 -2.222 3.331 -0.2 0.5 0.3 0.1268
H -1.205 -2.499 2.485 1.1 0.5 -0.6 0.0806
H -0.572 -3.974 4.336 0.0 -0.6 -0.4 0.0830
H -1.202 -1.636 5.754 0.3 0.2 0.0 0.1197
H -0.377 -1.475 4.163 0.1 0.3 0.4 0.0882
H 0.726 -3.065 6.505 0.2 -0.4 0.2 0.1217
H 1.382 -1.559 5.828 -0.4 -0.4 -0.2 0.1195
H 3.367 -3.547 3.887 0.3 -0.1 -0.1 0.0840
H 3.097 -3.778 5.658 0.2 -0.5 0.0 0.0867
H 3.180 -2.157 5.074 0.1 -0.4 -0.7 0.0839
C -2.772 -0.057 -1.971 0.0 -1.4 1.5 -0.0973
O -3.101 0.897 -0.969 0.2 0.3 -0.1 -0.2231
C -4.394 0.759 -0.408 0.4 1.2 -0.1 -0.1958
C -4.791 1.976 0.447 -0.3 0.7 -1.3 -0.1798
N -4.651 3.261 -0.256 -0.4 -1.4 -0.8 -0.0523
C -4.525 4.359 0.621 0.0 1.2 1.3 -0.2413
C -4.672 5.730 -0.054 1.1 -1.2 1.3 -0.2231
O -3.668 5.830 -1.044 -0.3 0.2 0.2 -0.2110
C -3.554 7.160 -1.475 -0.8 0.6 -1.3 -0.1354
H -1.779 0.210 -2.330 -0.1 -0.1 -0.1 0.0756
H -3.499 -0.116 -2.780 -0.1 0.3 -0.1 0.0836
H -2.718 -1.109 -1.500 0.0 1.3 -0.6 0.1065
H -4.442 -0.072 0.272 -0.1 -0.9 0.1 0.1128
H -5.076 0.666 -1.259 -0.4 -0.2 0.3 0.1248
H -4.308 2.112 1.399 0.6 -0.8 0.6 0.1003
H -5.850 1.831 0.629 -0.4 -0.1 0.4 0.1129
H -3.856 3.167 -0.851 0.6 0.2 -0.5 0.0895
H -3.561 4.426 1.173 -0.1 -0.4 -0.3 0.1074
H -5.297 4.248 1.412 0.2 0.3 -0.4 0.1319
H -4.443 6.448 0.757 -0.4 0.1 -0.4 0.1241
H -5.663 5.857 -0.446 -0.6 0.3 -0.4 0.1157
H -4.523 7.525 -1.974 1.1 -0.6 0.3 0.1016
H -2.735 7.151 -2.260 -0.8 0.5 1.2 0.0957
H -3.471 7.858 -0.603 0.7 -0.4 -0.7 0.0900

---

Record 2
57
Properties=species:S:1:pos:R:3:forces:R:3:nbo_charge:R:1 method="wB97M-V/def2-TZVPD" e_above_lowest_kj_mol=621.9 homo_lumo_gap_ev=3.5 spin_multiplicity=1 energy_ha=-1796.599743 max_force_ev_per_a=4.33
C -2.471 1.993 4.727 -0.4 -0.2 0.1 -0.6271
C -0.975 1.927 4.902 0.4 -0.3 -0.6 -0.0699
O -0.463 1.298 3.673 0.2 0.4 1.0 -0.5174
C 0.863 1.089 3.555 0.6 -0.8 -0.4 0.7194
C 1.180 0.220 2.352 -2.0 -1.0 3.7 -0.1675
O 1.871 0.780 1.392 1.9 0.3 -2.2 -0.5105
C 2.426 2.165 1.468 -0.8 -1.2 0.2 -0.2578
S -0.169 -1.122 2.151 0.4 2.3 0.0 2.0570
C 0.231 -2.717 1.390 0.2 -0.5 -0.1 -0.2407
C -0.096 -2.963 0.051 0.2 -0.2 0.1 -0.2135
C 0.003 -4.270 -0.454 0.1 0.0 0.3 -0.2202
C 0.528 -5.310 0.333 0.1 0.4 -0.1 -0.1926
C 0.943 -5.029 1.639 -0.4 0.1 0.0 -0.2097
C 0.671 -3.778 2.198 0.4 0.2 -0.3 -0.2081
O -0.485 -1.493 3.520 0.1 0.1 -0.6 -0.9451
O -1.135 -0.504 1.264 -0.3 -0.8 -0.1 -0.9446
O 1.739 1.586 4.263 -1.3 -0.1 -0.5 -0.6408
H -2.922 2.635 5.488 0.1 0.0 0.0 0.2084
H -2.755 2.374 3.741 0.1 0.0 0.1 0.2210
H -2.892 0.990 4.854 0.0 0.2 -0.2 0.2180
H -0.525 2.922 5.015 0.0 -0.3 0.0 0.1869
H -0.719 1.282 5.753 0.2 0.3 -0.2 0.1910
H 3.404 2.104 0.982 -0.3 0.0 0.0 0.1983
H 1.722 2.821 0.942 0.3 -0.2 0.0 0.1943
H 2.517 2.446 2.516 0.1 0.0 -0.2 0.2289
H -0.456 -2.144 -0.572 0.0 -0.2 0.2 0.2466
H -0.341 -4.473 -1.468 0.1 0.0 0.2 0.2201
H 0.612 -6.334 -0.056 0.0 0.6 0.1 0.2205
H 1.455 -5.781 2.246 -0.5 0.2 -0.2 0.2194
H 0.838 -3.625 3.261 -0.1 0.1 -0.3 0.2406
C 7.682 -1.024 1.477 0.3 -0.2 0.1 -0.4131
N 6.269 -1.306 1.256 0.2 -0.4 -0.1 -0.3639
C 5.548 -2.037 2.174 -0.4 -0.1 0.4 0.3044
C 6.164 -2.791 3.190 0.0 0.0 0.2 -0.3106
C 5.400 -3.411 4.179 -0.3 0.2 -0.4 -0.1534
C 3.999 -3.278 4.184 0.3 0.3 0.1 -0.2463
C 3.383 -2.516 3.205 -0.4 -0.1 -0.1 -0.1467
C 4.113 -1.993 2.101 0.6 0.1 0.6 -0.1427
C 3.505 -1.398 0.994 -0.3 -0.1 -0.3 -0.0795
C 4.261 -0.788 -0.011 1.0 0.5 -0.6 -0.0283
C 5.692 -0.813 0.104 -0.6 0.4 -0.3 0.1800
C 6.486 -0.278 -0.923 0.1 0.4 -0.4 -0.2700
C 5.904 0.438 -1.972 -0.2 -0.2 0.3 -0.1801
C 4.504 0.594 -2.022 -0.1 0.0 0.1 -0.2368
C 3.696 -0.035 -1.084 0.2 -0.1 -0.1 -0.1871
H 7.860 0.060 1.399 -0.1 -0.4 -0.1 0.2208
H 7.970 -1.350 2.484 -0.1 0.3 -0.5 0.2254
H 8.295 -1.555 0.732 0.0 0.2 0.4 0.2051
H 7.250 -2.907 3.199 -0.5 0.0 0.1 0.2131
H 5.900 -3.973 4.969 -0.1 0.0 -0.3 0.2200
H 3.404 -3.760 4.964 0.2 0.3 -0.2 0.2223
H 2.318 -2.259 3.281 0.6 -0.3 -0.2 0.2393
H 2.453 -1.568 0.817 0.0 0.4 0.3 0.2248
H 7.568 -0.419 -0.894 -0.4 0.2 -0.1 0.2193
H 6.522 0.901 -2.750 -0.2 -0.3 0.4 0.2216
H 4.058 1.223 -2.803 0.2 -0.4 0.4 0.2227
H 2.607 0.084 -1.119 0.5 -0.1 0.0 0.2349

---

Record 3
31
Properties=species:S:1:pos:R:3:forces:R:3:mulliken_spin:R:1 method="wB97M-V/def2-TZVPD" e_above_lowest_kj_mol=0.0 homo_lumo_gap_ev="5.0 / 5.1" spin_multiplicity=3 total_charge=-1 s2=2.00 energy_ha=-1920.563378 max_force_ev_per_a=8.58
Pr 0.133 -0.677 -0.777 -4.6 3.6 -2.0 2.0255
Cl 1.262 0.071 -3.030 0.1 0.4 -1.1 -0.0021
Cl -1.190 -1.575 1.465 -0.9 -0.2 0.6 0.0003
C 1.214 -2.443 -0.526 2.4 -1.0 1.2 -0.0111
H 1.028 -3.058 0.365 0.2 -0.2 -0.5 0.0017
H 1.972 -2.818 -1.225 0.0 -0.2 0.4 -0.0029
C 1.646 0.132 0.924 -3.7 3.6 -0.1 -0.0073
C 2.171 -0.963 0.307 6.0 -6.0 0.9 -0.0028
H 0.712 -0.036 1.513 1.2 0.0 0.4 -0.0040
C 3.485 -0.737 -0.555 -1.2 0.2 0.2 0.0006
H 2.500 -1.659 1.102 0.2 -0.7 -0.4 -0.0032
C 4.421 0.213 0.182 -0.2 -0.1 0.0 0.0002
H 3.955 -1.710 -0.741 -0.1 0.1 0.1 0.0010
H 3.186 -0.325 -1.531 0.3 0.0 0.3 -0.0014
C 3.721 1.536 0.487 -0.3 0.2 0.0 -0.0011
H 4.728 -0.260 1.123 0.1 0.0 0.0 0.0006
H 5.327 0.393 -0.405 0.0 0.0 0.0 0.0001
C 2.416 1.361 1.287 0.1 0.1 -0.3 0.0029
H 4.392 2.191 1.050 0.0 0.1 -0.1 0.0002
H 3.485 2.041 -0.458 0.1 -0.1 0.0 0.0001
H 2.654 1.308 2.360 0.2 0.1 0.1 -0.0015
H 1.772 2.240 1.148 0.3 0.1 0.2 -0.0004
C -4.744 0.155 -1.293 -0.1 0.0 -0.3 0.0000
C -3.340 0.191 -0.739 1.2 -0.1 -0.3 -0.0003
N -3.241 0.648 0.536 -0.1 -0.2 -0.2 0.0010
O -2.343 -0.164 -1.406 -1.9 0.4 0.9 0.0043
H -5.386 0.900 -0.810 0.1 -0.1 -0.1 0.0000
H -5.178 -0.838 -1.109 0.2 0.2 0.0 0.0000
H -4.717 0.328 -2.370 0.0 0.0 0.1 0.0000
H -2.501 0.239 1.118 0.1 0.0 -0.2 -0.0006
H -4.101 0.873 1.013 0.1 -0.2 -0.1 0.0000

---

Record 4
16
Properties=species:S:1:pos:R:3:forces:R:3:nbo_charge:R:1 method="wB97M-V/def2-TZVPD" e_above_lowest_kj_mol=195.3 homo_lumo_gap_ev=8.8 smiles="C=C(N)C(C)(O)O" spin_multiplicity=1 energy_ha=-363.011153 max_force_ev_per_a=2.04
C -1.018 0.533 1.740 0.4 -0.9 0.1 -0.4478
C 1.006 -0.632 -1.226 -0.3 0.3 0.1 -0.6583
C 0.483 0.309 -0.147 -0.5 1.7 -1.1 0.4864
C -0.592 -0.244 0.737 -1.1 0.9 0.2 0.1366
N -1.261 -1.400 0.332 -0.3 -0.4 0.0 -0.8127
O 1.510 0.780 0.662 0.2 0.1 0.0 -0.6915
O -0.270 1.507 -0.782 0.9 -1.6 0.6 -0.7596
H 2.233 1.108 0.111 -0.1 -0.1 0.0 0.4682
H 0.300 2.048 -1.345 0.3 -0.4 0.1 0.4582
H -1.238 -1.646 -0.645 0.2 0.2 0.0 0.3727
H -2.224 -1.416 0.644 0.2 -0.1 0.1 0.3783
H -0.444 1.375 2.073 0.0 0.2 -0.1 0.2202
H -1.889 0.261 2.314 -0.2 -0.1 0.1 0.1872
H 0.228 -0.835 -1.957 0.0 0.0 -0.1 0.2193
H 1.858 -0.175 -1.732 0.0 0.0 -0.1 0.2101
H 1.316 -1.575 -0.781 0.1 0.0 0.1 0.2326

---

Record 5
10
Properties=species:S:1:pos:R:3:forces:R:3:nbo_charge:R:1 method="wB97M-V/def2-TZVPD" e_above_lowest_kj_mol=333.3 homo_lumo_gap_ev="8.5 / 4.9" spin_multiplicity=1 energy_ha=-2874.761357 max_force_ev_per_a=3.15
C 0.220 0.527 0.897 -0.1 0.2 0.9 -0.3289
C -0.293 0.798 -0.347 1.2 -1.5 2.2 -0.0923
C 1.230 -0.559 0.727 -2.1 1.1 -0.7 0.4916
N 0.245 -0.191 -1.228 -0.7 2.4 1.4 -0.2789
N 1.136 -0.892 -0.650 2.1 -2.3 0.4 -0.2127
O 1.937 -1.076 1.569 0.2 -0.2 -0.4 -0.4745
Br -3.710 -0.921 -0.173 0.1 0.0 0.0 -0.0049
H -0.037 0.916 1.955 0.5 -0.3 -2.4 0.2517
H -0.898 1.632 -0.525 -1.0 0.6 -1.1 0.2327
H 0.170 -0.235 -2.224 -0.2 0.0 -0.3 0.4161

---

Copy entry 5 word for word.
10
Properties=species:S:1:pos:R:3:forces:R:3:nbo_charge:R:1 method="wB97M-V/def2-TZVPD" e_above_lowest_kj_mol=333.3 homo_lumo_gap_ev="8.5 / 4.9" spin_multiplicity=1 energy_ha=-2874.761357 max_force_ev_per_a=3.15
C 0.220 0.527 0.897 -0.1 0.2 0.9 -0.3289
C -0.293 0.798 -0.347 1.2 -1.5 2.2 -0.0923
C 1.230 -0.559 0.727 -2.1 1.1 -0.7 0.4916
N 0.245 -0.191 -1.228 -0.7 2.4 1.4 -0.2789
N 1.136 -0.892 -0.650 2.1 -2.3 0.4 -0.2127
O 1.937 -1.076 1.569 0.2 -0.2 -0.4 -0.4745
Br -3.710 -0.921 -0.173 0.1 0.0 0.0 -0.0049
H -0.037 0.916 1.955 0.5 -0.3 -2.4 0.2517
H -0.898 1.632 -0.525 -1.0 0.6 -1.1 0.2327
H 0.170 -0.235 -2.224 -0.2 0.0 -0.3 0.4161